1.
Computed, not measured: a cluster of 7 separate species, C25H50Cl2O14 in total in a non-equilibrium geometry, with ωB97M-V with the def2-TZVPD basis set.

Each line ends with the Löwdin spin population.
CARTESIAN COORDINATES (ANGSTROEM)
Cl1 -1.036 0.965 2.086  0.00
Cl2 0.722 -1.335 1.327  0.00
O1 -1.830 -1.831 -2.409  0.00
O2 -5.309 -0.378 0.448  0.73
O3 1.612 -1.986 5.091  0.00
O4 -0.802 0.241 -2.216  0.00
O5 1.109 -4.973 -1.208  0.00
O6 1.416 0.121 4.439  0.00
O7 -1.696 4.609 -2.327  0.00
O8 0.421 3.812 -2.715  0.00
O9 2.378 3.495 0.637  0.00
O10 4.240 4.505 -0.315  0.00
O11 -4.886 -0.345 -1.728  0.06
O12 -2.099 -0.394 -4.097  0.00
O13 1.051 -6.189 0.775  0.00
O14 4.373 3.315 1.583  0.00
C1 0.315 -7.340 0.199  0.00
C2 -0.570 3.409 -0.606  0.00
C3 3.569 3.698 0.579  0.00
C4 -0.519 -2.527 6.010  0.00
C5 3.427 5.007 -1.430  0.00
C6 0.543 4.265 -4.121  0.00
C7 -2.327 2.013 -4.710  0.00
C8 -3.633 1.175 -0.392  0.09
C9 -1.629 -0.521 -2.820  0.00
C10 -1.677 0.646 -4.955  0.00
C11 1.565 5.404 -4.216  0.00
C12 -0.661 4.115 -1.914  0.00
C13 4.898 2.618 3.811  0.00
C14 -1.025 -2.316 -1.344  0.00
C15 3.520 -0.464 5.457  0.00
C16 0.460 -8.547 1.169  0.00
C17 2.369 -4.319 0.757  0.00
C18 -7.151 -0.719 -2.582  0.00
C19 -4.709 0.069 -0.509  0.08
C20 2.100 -0.730 4.932  0.00
C21 -5.768 -1.356 -2.088  0.01
C22 1.438 -5.162 -0.005  0.00
C23 3.913 2.550 2.680  0.00
C24 0.559 0.427 1.444  0.00
C25 0.306 -2.372 4.707  0.00
H1 -0.361 4.674 -4.572  0.00
H2 -1.907 2.844 -5.278  0.00
H3 3.975 1.480 2.481  0.00
H4 4.052 4.840 -2.307  0.00
H5 0.695 0.877 0.461  0.00
H6 -2.029 2.338 -3.714  0.00
H7 -5.969 -2.151 -1.370  0.00
H8 1.501 -8.859 1.258  0.00
H9 5.870 2.299 3.435  0.00
H10 0.474 -3.312 4.182  0.00
H11 -0.127 -2.671 -1.849  0.00
H12 2.931 2.841 3.052  0.00
H13 -8.006 -1.391 -2.656  0.00
H14 4.698 2.029 4.707  0.00
H15 -3.170 0.991 0.577  0.00
H16 3.458 0.162 6.348  0.00
H17 1.894 -3.615 1.439  0.00
H18 2.476 4.481 -1.350  0.00
H19 -0.481 2.329 -0.728  0.00
H20 3.863 -1.430 5.827  0.00
H21 0.079 -8.381 2.177  0.00
H22 -5.268 -1.767 -2.964  0.00
H23 5.142 3.654 4.047  0.00
H24 0.597 -7.561 -0.830  0.00
H25 1.320 0.850 2.101  0.00
H26 -1.532 -3.107 -0.792  0.00
H27 0.000 -3.069 6.800  0.00
H28 -1.430 3.724 -0.017  0.00
H29 1.244 6.304 -3.691  0.00
H30 -7.466 0.164 -2.026  0.00
H31 -2.188 0.355 -5.873  0.00
H32 -6.995 -0.284 -3.570  0.00
H33 2.742 -3.686 -0.049  0.00
H34 -0.173 -9.272 0.658  0.00
H35 2.584 5.129 -3.945  0.00
H36 3.263 6.082 -1.358  0.00
H37 -0.587 0.667 -4.961  0.00
H38 -4.106 2.156 -0.350  0.00
H39 1.591 5.754 -5.248  0.00
H40 -0.588 -1.516 6.412  0.00
H41 -0.084 -1.749 3.902  0.00
H42 -0.702 -6.952 0.144  0.00
H43 0.340 3.853 -0.201  0.00
H44 -0.802 -1.676 -0.491  0.00
H45 4.170 0.028 4.732  0.00
H46 3.206 -4.779 1.283  0.00
H47 -1.478 -2.935 5.691  0.00
H48 -3.411 1.927 -4.791  0.00
H49 -2.987 1.170 -1.270  0.02
H50 0.704 3.507 -4.888  0.00

**E_HOMO (spin up / spin down)**: -12.2 / -12.2 eV
**LUMO (spin up / spin down)**: -3.68 / -9.20 eV
**Electronic energy**: -2955.9099 a.u.
**Net charge**: +1
**Spin multiplicity**: 2
**F_max**: 4.791 eV/Å
**⟨S²⟩**: 0.76

***

2.
Computed, not measured: a cluster of 8 separate species, C25H50ClF2O13P in total, with ωB97M-V with the def2-TZVPD basis set.

Each line ends with the Löwdin charge.
CARTESIAN COORDINATES (ANGSTROEM)
Cl1 -0.397 3.976 -2.679  0.74
P1 -0.795 0.973 0.156  0.90
F1 -0.922 -1.322 -2.514  0.12
F2 0.475 0.430 -0.849  -0.27
O1 4.734 2.184 -1.388  -0.15
O2 2.629 3.876 -1.238  -0.17
O3 -2.398 3.467 -1.150  0.06
O4 -4.259 1.170 0.961  0.14
O5 5.277 -4.228 3.303  -0.14
O6 -6.279 -4.537 -2.344  -0.14
O7 7.796 -0.719 0.389  0.14
O8 -4.085 -3.249 -1.031  -0.14
O9 -4.445 4.149 -3.342  -0.13
O10 6.343 0.034 1.922  -0.02
O11 -1.238 0.726 -3.171  0.16
O12 -4.820 5.547 1.410  -0.13
O13 -2.096 1.581 1.169  -0.17
C1 -6.412 -5.367 -3.497  -0.14
C2 -4.679 3.314 -4.467  -0.16
C3 7.697 -1.847 2.479  0.03
C4 3.940 0.060 2.245  -0.16
C5 5.109 -4.955 2.087  -0.15
C6 5.080 -0.276 1.320  -0.19
C7 3.631 4.841 -0.922  -0.13
C8 -3.777 -1.557 1.572  -0.03
C9 1.586 0.744 1.623  -0.22
C10 7.321 -0.815 1.478  -0.55
C11 -1.335 -0.075 -2.318  -0.55
C12 -2.451 -0.646 3.355  -0.04
C13 5.482 1.854 -2.555  -0.14
C14 -5.030 4.700 0.273  -0.15
C15 -0.310 2.685 -0.268  -0.18
C16 -1.230 3.350 -1.252  -0.80
C17 0.126 0.238 1.545  -0.19
C18 -3.108 -0.468 2.137  -0.15
C19 -3.782 -2.810 2.177  -0.06
C20 2.611 -0.385 1.616  -0.19
C21 -3.198 0.817 1.386  -0.52
C22 -3.099 -2.986 3.378  -0.07
C23 -3.199 -3.810 -1.992  -0.14
C24 -2.452 -1.899 3.961  -0.07
C25 -1.976 0.140 -0.980  -0.08
H1 3.238 5.856 -1.018  0.08
H2 -4.316 4.933 -0.515  0.05
H3 -6.532 -5.059 -1.578  0.09
H4 -4.937 3.651 0.554  0.06
H5 5.554 2.712 -3.229  0.07
H6 -3.633 -4.710 -2.432  0.06
H7 -3.079 -3.955 3.849  0.10
H8 -2.982 -3.087 -2.783  0.07
H9 5.027 1.015 -3.089  0.08
H10 6.894 -2.581 2.489  0.07
H11 -2.270 -4.073 -1.491  0.08
H12 -6.125 -4.777 -4.363  0.08
H13 5.166 -4.847 4.029  0.07
H14 2.354 4.020 -2.148  0.05
H15 -5.755 -6.238 -3.427  0.08
H16 5.236 -4.256 1.264  0.07
H17 -0.357 0.570 2.448  0.06
H18 7.744 -1.415 3.472  0.09
H19 3.936 4.674 0.107  0.09
H20 1.701 1.280 2.560  0.11
H21 -1.921 -2.002 4.896  0.10
H22 3.943 1.140 2.370  0.12
H23 4.926 0.257 0.386  0.12
H24 -4.308 -1.415 0.648  0.10
H25 -2.837 0.761 -1.192  0.12
H26 4.099 -0.408 3.212  0.12
H27 -0.192 3.297 0.622  0.13
H28 0.051 -0.845 1.550  0.11
H29 4.111 -5.394 2.028  0.08
H30 -2.261 -0.843 -0.617  0.11
H31 1.808 1.452 0.833  0.09
H32 -3.931 5.378 1.732  0.06
H33 -3.968 3.525 -5.271  0.08
H34 -4.301 -3.618 1.693  0.10
H35 6.481 1.569 -2.235  0.08
H36 8.629 -2.324 2.211  0.09
H37 2.771 -0.684 0.582  0.12
H38 -7.444 -5.702 -3.620  0.08
H39 -4.608 2.256 -4.195  0.07
H40 -1.940 0.181 3.819  0.11
H41 5.857 -5.747 1.997  0.08
H42 5.027 -1.349 1.110  0.13
H43 2.246 -1.236 2.184  0.11
H44 -4.900 -3.036 -1.499  0.06
H45 -5.685 3.517 -4.826  0.07
H46 0.657 2.634 -0.747  0.04
H47 -6.035 4.885 -0.095  0.08
H48 4.503 4.727 -1.571  0.08
H49 3.848 2.438 -1.667  0.03
H50 -3.555 3.966 -3.023  0.03

**E_HOMO**: -9.5 eV
**LUMO**: 0.31 eV
**Electronic energy**: -2961.9366 a.u.
**Net charge**: 0
**Spin multiplicity**: 1
**F_max**: 0.972 eV/Å